[1]
C14H8AuCl3F9GeN5OS2 | ωB97M-V with the def2-TZVPD basis set

CARTESIAN COORDINATES (ANGSTROEM)
1 Au 0.1021 -0.4480 -0.9192
2 C 3.1513 -0.3278 -2.2315
3 C 3.1631 -0.1447 -0.7513
4 N 2.1255 -0.1752 0.0451
5 C 2.4532 0.0386 1.3750
6 C 3.7811 0.2312 1.5613
7 S 4.6246 0.1491 0.0810
8 C 1.4743 0.0106 2.4862
9 C 1.7377 0.6520 3.7141
10 S 0.5402 0.3304 4.8730
11 C -0.4296 -0.6170 3.5684
12 N 0.3711 -0.6724 2.3814
13 C -1.7330 0.0744 3.4481
14 H 2.1454 -0.5252 -2.5930
15 H 3.7807 -1.1727 -2.5099
16 H 3.5354 0.5637 -2.7268
17 H 4.2948 0.3830 2.4955
18 H 2.5889 1.2698 3.9502
19 H -2.2926 0.6322 4.1864
20 H -0.5819 -1.6329 3.9563
21 H -4.0720 -1.6236 1.7705
22 Cl -2.8105 0.3027 1.7495
23 Ge -4.8493 -0.0551 -0.4241
24 Cl -5.1043 -2.1706 1.2259
25 Cl -3.3041 -0.9372 -1.6540
26 F -1.7000 1.5570 -2.3924
27 C -2.0118 2.5220 -1.5203
28 F -1.6019 3.6719 -2.0316
29 F -3.3605 2.5627 -1.4453
30 C -1.3297 2.2119 -0.1218
31 O -0.2409 1.4511 -0.2473
32 C -0.7521 3.5607 0.4845
33 F -0.4068 3.3179 1.7571
34 F -1.6290 4.5679 0.4778
35 F 0.3292 3.9448 -0.1760
36 C -2.4640 1.8261 0.8669
37 F -1.6737 -0.5228 0.8699
38 F -4.1853 1.0219 2.5799
39 F -3.2743 2.7695 1.2776
40 N 0.4348 -2.4306 -1.2771
41 C -0.4027 -3.1230 -0.8023
42 N -1.2993 -3.8581 -0.2883
43 C -1.5319 -3.5773 0.9984
44 N -1.7712 -3.2716 2.0876

Computed properties:
Kohn-Sham gap (spin up / spin down): 5.17 / 6.37 eV
2S+1: 4
LUMO level (spin up / spin down): -5.217 / -5.723 eV
Relative energy (zero: lowest compared OMol25 entry of this formula, charge and spin): 328.03 kcal per mole
Net charge: +1

[2]
C12H19INO2 | ωB97M-V with the def2-TZVPD basis set

CARTESIAN COORDINATES (ANGSTROEM)
1 I 5.6686 0.8240 -1.1948
2 C 3.7388 0.5515 -2.2782
3 C 3.4624 -1.0437 -2.5385
4 C 2.2502 -1.3478 -3.6339
5 C 0.8351 -1.1895 -2.7572
6 C 0.3212 0.2753 -2.1744
7 C -1.0500 0.3576 -1.2794
8 C -1.8862 -1.0368 -1.0098
9 C -1.2750 -2.4241 -1.6955
10 N 0.0106 -2.4369 -2.4931
11 H 2.9320 1.0620 -1.5661
12 H 3.8301 1.1038 -3.3136
13 H 3.0987 -1.5600 -1.5290
14 H 4.4593 -1.5103 -2.9368
15 H 2.3416 -2.5053 -3.9008
16 H 2.2839 -0.6568 -4.5777
17 H 0.9152 1.2761 -2.3813
18 H -1.3604 1.4133 -0.8592
19 H -2.8688 -1.0203 -0.3606
20 H -1.8750 -3.4451 -1.5504
21 H 0.3306 -3.3643 -2.8867
22 O -3.4005 -0.5854 1.8017
23 C -2.6751 0.2546 2.3311
24 O -1.7717 -0.1143 3.2656
25 C -0.7630 0.7535 3.8159
26 C -1.3243 1.5831 4.9537
27 C -2.8420 1.7121 2.0166
28 H -0.3026 1.3645 3.0333
29 H 0.0270 0.1024 4.2035
30 H -2.1324 2.2370 4.6173
31 H -0.5414 2.2023 5.4028
32 H -1.7467 0.9336 5.7276
33 H -3.6716 2.1128 2.6045
34 H -3.0703 1.8133 0.9506
35 H -1.9482 2.3076 2.1930

Computed properties:
Kohn-Sham gap: 7.09 eV
LUMO level: -4.950 eV
Relative energy (zero: lowest compared OMol25 entry of this formula, charge and spin): 163.74 kcal per mole
Net charge: +1

[3]
C6H40N12O14 | ωB97M-V with the def2-TZVPD basis set

CARTESIAN COORDINATES (ANGSTROEM)
1 O 0.9148 -1.7371 -3.5443
2 H 1.5303 -1.9208 -4.2540
3 H 0.4121 -0.9828 -3.8519
4 O -2.3844 -0.6218 -3.9330
5 H -3.0265 0.0826 -4.0207
6 H -1.6305 -0.3241 -4.4422
7 O -0.0926 0.3133 -5.0189
8 H -0.6387 1.0544 -5.2814
9 H 0.7600 0.4908 -5.4161
10 O -3.2484 -1.9094 1.7573
11 H -3.5653 -1.4098 2.5098
12 H -3.0991 -1.2517 1.0782
13 O 0.6529 3.5435 -2.4932
14 H 1.4472 3.9618 -2.8253
15 H 0.5805 3.8495 -1.5891
16 O -2.6033 1.6307 2.6321
17 H -2.0295 2.0474 1.9893
18 H -3.3508 1.3203 2.1210
19 O 2.3065 1.7647 2.2694
20 H 2.5018 0.8882 2.6009
21 H 3.1276 2.2469 2.3677
22 O -2.5914 -2.8623 -2.4172
23 H -2.2051 -2.3655 -1.6960
24 H -2.7094 -2.2188 -3.1159
25 C -1.9294 -4.8500 0.4781
26 O -1.3973 -5.8912 0.1627
27 N -1.3511 -3.7616 0.7578
28 N -3.2549 -4.7399 0.5822
29 H -0.3418 -3.7978 0.7566
30 H -1.9218 -2.9889 1.0697
31 H -3.6003 -3.8243 0.8321
32 H -3.8005 -5.5836 0.4796
33 C -0.2740 4.2342 1.2003
34 O 0.1615 4.2412 0.0381
35 N -0.9103 5.2652 1.7859
36 N 0.1602 3.3639 2.0910
37 H -1.0777 5.2294 2.7813
38 H -0.8372 6.1258 1.2623
39 H 0.8435 2.6610 1.8479
40 H -0.2565 3.3966 3.0105
41 C 2.3797 -1.9849 0.5409
42 O 2.5007 -1.5565 1.6476
43 N 3.3460 -2.4735 -0.0741
44 N 1.2406 -2.1077 -0.0319
45 H 4.2602 -2.2721 0.3051
46 H 3.1942 -2.8959 -0.9789
47 H 1.1918 -2.2975 -1.0227
48 H 0.4729 -1.6298 0.4179
49 C -0.8359 0.2949 -0.3120
50 O -1.6979 -0.5727 -0.3550
51 N -0.4123 0.8558 0.7734
52 N -0.3457 0.9046 -1.3211
53 H 0.0308 1.7609 0.8407
54 H -0.8409 0.5009 1.6163
55 H 0.2983 1.5518 -0.8894
56 H -0.8188 0.8087 -2.2083
57 C 3.4842 1.7505 -2.2890
58 O 3.6289 1.2831 -3.3777
59 N 3.8971 2.9775 -2.0677
60 N 2.8520 1.1513 -1.3687
61 H 4.5549 3.3810 -2.7193
62 H 3.9967 3.2483 -1.0998
63 H 2.2104 0.4393 -1.6872
64 H 2.6217 1.6678 -0.5318
65 C -0.7949 -1.1610 4.2257
66 O -1.7475 -0.9598 4.9617
67 N -0.3269 -0.2463 3.3845
68 N -0.0206 -2.2118 4.1733
69 H -0.8078 0.6370 3.2917
70 H 0.6543 -0.2961 3.1505
71 H -0.1411 -2.8410 4.9541
72 H 0.7036 -2.3772 3.4891

Computed properties:
Kohn-Sham gap: 7.93 eV
LUMO level: -0.420 eV
Relative energy (zero: lowest compared OMol25 entry of this formula, charge and spin): 76.88 kcal per mole

[4]
C27H26N4O5Pd | ωB97M-V with the def2-TZVPD basis set

CARTESIAN COORDINATES (ANGSTROEM)
1 Pd 0.5386 -0.0079 -0.1000
2 C -2.4817 2.6691 0.1969
3 C -2.5674 1.7133 1.3947
4 C -2.3015 0.2327 1.0422
5 N -0.9448 -0.2159 1.2954
6 C -0.5188 -0.5798 2.4757
7 C -1.3659 -0.5513 3.6208
8 C -1.1106 -0.8386 4.9389
9 C 0.0692 -1.2751 5.5481
10 C 1.2535 -1.6409 4.9243
11 C 1.5649 -1.6535 3.5775
12 C 0.8464 -1.1808 2.4581
13 N 1.3709 -1.2661 1.2477
14 C 2.2799 -2.3323 0.8786
15 C 2.0311 -2.8209 -0.5638
16 C 0.5534 -2.9579 -0.9909
17 N 0.1192 -1.6866 -1.5033
18 C -0.8590 -1.4057 -2.3188
19 C -1.7646 -2.3667 -2.8258
20 C -2.6462 -2.2799 -3.8895
21 C -2.7893 -1.2774 -4.8355
22 C -2.1051 -0.0645 -4.8758
23 C -1.3384 0.5325 -3.9001
24 C -0.9817 0.0551 -2.6086
25 N -0.6381 0.8474 -1.6243
26 C -0.8097 2.2843 -1.7294
27 C -1.0613 2.9116 -0.3546
28 H -2.9086 3.6249 0.5069
29 H -3.1256 2.2820 -0.5989
30 H -3.5708 1.7885 1.8201
31 H -1.8615 2.0300 2.1677
32 H -2.4822 0.0831 -0.0218
33 H -3.0114 -0.4085 1.5739
34 H -2.3813 -0.2333 3.4262
35 H -1.9516 -0.6921 5.6067
36 H 0.0492 -1.3643 6.6269
37 H 2.0446 -1.9820 5.5817
38 H 2.5609 -2.0096 3.3449
39 H 2.1498 -3.1700 1.5716
40 H 3.3240 -2.0032 0.9375
41 H 2.5361 -3.7836 -0.6598
42 H 2.4891 -2.1188 -1.2611
43 H -0.0668 -3.2722 -0.1384
44 H 0.4801 -3.7361 -1.7599
45 H -1.7423 -3.3139 -2.2975
46 H -3.2686 -3.1554 -4.0431
47 H -3.4749 -1.4714 -5.6516
48 H -2.2405 0.5167 -5.7818
49 H -0.9406 1.5111 -4.1405
50 H -1.6607 2.5149 -2.3808
51 H 0.0860 2.7355 -2.1776
52 H -0.8811 3.9847 -0.4410
53 H -0.3277 2.5286 0.3545
54 O 5.4681 3.9951 -0.7557
55 C 4.5691 3.2392 -0.5339
56 C 3.6456 3.2153 0.6507
57 O 3.7018 3.9610 1.5964
58 C 2.6654 2.1186 0.4159
59 C 2.9519 1.4797 -0.8644
60 O 2.2443 0.5616 -1.3352
61 C 4.1311 2.0841 -1.4826
62 O 4.7186 1.8214 -2.5010
63 O 1.7373 1.7940 1.1667

Computed properties:
Kohn-Sham gap (spin up / spin down): 5.79 / 4.00 eV
2S+1: 5
LUMO level (spin up / spin down): -0.859 / -2.861 eV
Relative energy (zero: lowest compared OMol25 entry of this formula, charge and spin): 8.94 kcal per mole

[5]
C26H32CrN4O4S3 | ωB97M-V with the def2-TZVPD basis set

CARTESIAN COORDINATES (ANGSTROEM)
1 Cr 0.3816 0.0619 1.3033
2 N 1.9716 -0.5878 2.5604
3 C 2.1383 -0.1516 3.9766
4 C 1.9595 1.3398 4.1536
5 C 0.5400 1.9057 3.9595
6 N 0.0083 1.7577 2.5820
7 H 1.9185 -1.6139 2.5500
8 H 2.7921 -0.3206 2.0023
9 H 3.1600 -0.4143 4.3371
10 H 1.3906 -0.6804 4.5772
11 H 2.6359 1.8763 3.4470
12 H 2.3023 1.6365 5.1546
13 H 0.5858 2.9576 4.2599
14 H -0.2017 1.4080 4.6332
15 H 0.3187 2.5387 1.9575
16 H -1.0189 1.8554 2.5862
17 C 0.1836 -2.6682 -0.1623
18 O 0.8947 -1.5071 0.2190
19 H 0.7316 -3.1480 -0.9930
20 H -0.8644 -2.4312 -0.4673
21 H 0.1795 -3.3937 0.7055
22 H 1.4854 -0.9925 -0.8142
23 C -2.0471 2.6271 -1.5762
24 S -2.2858 1.0678 -0.6725
25 O -0.8921 1.0003 0.0612
26 C -2.3160 -0.0562 -2.0867
27 C -3.5575 -0.5706 -2.4754
28 C -3.6013 -1.3802 -3.6100
29 C -2.4429 -1.7597 -4.2771
30 C -1.2200 -1.2692 -3.8488
31 C -1.1402 -0.4085 -2.7423
32 H -1.0817 2.6194 -2.0865
33 H -2.0601 3.4118 -0.8138
34 H -2.8517 2.7844 -2.3052
35 H -4.4543 -0.2827 -1.9263
36 H -4.5580 -1.7547 -3.9862
37 H -2.5120 -2.4069 -5.1184
38 H -0.3052 -1.5514 -4.3536
39 H -0.2107 -0.0061 -2.4174
40 O 3.2634 -2.5217 -2.2493
41 S 2.8453 -1.2285 -2.7786
42 O 2.1332 -1.2488 -4.0576
43 N 2.0356 -0.4073 -1.5956
44 C 2.6919 0.6996 -1.1031
45 S 2.1552 1.5572 0.2675
46 C 3.8853 0.9491 -1.8625
47 C 4.9076 1.9167 -1.7367
48 C 5.9759 1.8663 -2.6234
49 C 6.0818 0.8735 -3.6132
50 C 5.0971 -0.1000 -3.7474
51 C 4.0762 -0.0391 -2.8320
52 H 4.8422 2.6683 -0.9496
53 H 6.7805 2.5753 -2.5247
54 H 6.9127 0.8842 -4.3155
55 H 5.1056 -0.8526 -4.5317
56 C -1.0399 -1.0708 2.5098
57 C -2.4278 -0.8099 2.3313
58 C -3.1496 0.0871 3.1782
59 C -4.4434 0.4479 2.8499
60 C -5.1319 -0.1967 1.8044
61 C -4.4589 -1.1840 1.0503
62 C -3.1497 -1.5028 1.3059
63 C -6.5294 0.0468 1.5114
64 N -7.6234 0.2513 1.1956
65 H -0.7542 -2.1250 2.2330
66 H -0.6843 -0.7610 3.5031
67 H -2.6636 0.4977 4.0528
68 H -4.9662 1.2406 3.3939
69 H -5.0418 -1.7128 0.2961
70 H -2.6815 -2.2938 0.7445

Computed properties:
Kohn-Sham gap (spin up / spin down): 6.58 / 6.44 eV
2S+1: 4
LUMO level (spin up / spin down): -3.956 / -3.975 eV
Net charge: +1

Result set for E_tot: -6174.9301 -971.0460 -1963.1865 -1767.3730 -3768.7740 Ha, one per record in the order listed.